# 1
Formula: C39H35ClN2Si2Tb
Source: the OMol25 dataset
Level of theory: the ωB97M-V functional and the def2-TZVPD basis

⟨S²⟩: 12.70
Charge: +1
Maximum force in eV/Å: 3.644
Gap between HOMO and LUMO (spin up / spin down) in eV: 4.926 / 4.799
Total energy in Eh: -3480.140640
2S+1: 7
ΔE to the lowest compared entry with this formula, charge and spin in eV: 0.000
HOMO energy (spin up / spin down) in eV: -9.36 / -9.22

XYZ file:
```
80
Properties=species:S:1:pos:R:3:mulliken_spin:R:1
C 2.74 0.19 6.80 -0.001
C -1.86 3.02 -1.81 0.001
C -2.53 -0.20 4.33 -0.018
H 1.86 -2.56 4.26 0.000
C -2.50 1.59 0.50 0.000
C -1.29 1.28 -0.18 0.003
H 2.67 0.03 -3.30 0.000
Si -0.10 -0.07 0.33 0.027
C -0.28 -2.90 0.19 0.000
H 1.95 4.03 -7.91 0.000
C -0.98 2.05 -1.31 0.001
H 2.23 -4.88 -5.37 0.000
C -2.50 -3.00 -1.49 0.000
H -0.01 1.92 -1.80 0.000
H -3.36 -3.04 -2.15 0.000
C 0.60 -3.87 -6.36 0.000
H 0.08 -4.79 -6.63 0.000
H -3.10 0.72 4.48 -0.003
Cl 1.77 0.17 -0.49 -0.005
C 3.45 -1.01 6.86 0.001
H -0.84 -2.58 -7.32 0.000
C -1.81 -2.24 3.45 -0.009
C 2.29 2.32 -6.63 0.000
H 0.32 -0.48 -6.70 0.000
H 4.24 -1.15 7.61 0.000
C 0.08 -2.63 -6.74 0.000
H -0.34 -5.06 0.15 0.000
C -2.61 -1.07 3.18 -0.008
C -1.69 -0.83 5.30 0.011
H 3.68 -2.97 5.95 0.000
H -1.53 -0.49 6.33 0.003
H -1.30 4.72 5.16 0.000
H -2.30 -5.16 -1.39 0.000
H -4.30 2.78 0.54 0.000
C -0.82 -1.69 -0.27 0.001
C 2.44 -2.74 -5.25 0.000
C 2.15 -1.81 5.02 0.009
C 1.80 -3.92 -5.64 0.000
C 0.29 3.85 6.37 0.001
C -0.10 3.06 -5.39 0.000
H 2.96 1.02 7.46 0.000
Si 2.62 0.05 -4.79 0.000
C 0.92 1.60 5.72 -0.001
H -3.24 -0.92 2.30 0.003
C 0.39 3.82 -6.45 0.000
H 0.55 -2.88 0.91 0.001
H 0.41 4.72 7.03 0.000
H -1.04 3.33 -4.89 0.000
H -3.77 4.00 -1.56 0.000
N 0.00 1.64 4.70 -0.004
H 4.03 0.13 -5.23 0.000
C -0.66 3.87 5.34 0.003
H -2.50 -0.85 -1.37 0.000
C -3.07 3.26 -1.16 -0.001
C 0.60 1.93 -4.94 0.000
C 1.57 3.44 -7.08 0.000
Tb -0.25 -0.29 3.39 5.987
H 3.22 2.02 -7.14 0.000
N 1.46 -0.63 4.95 -0.003
C 1.09 2.73 6.54 0.000
H 1.86 2.68 7.30 0.000
C 0.72 -1.44 -6.36 0.000
H -1.73 -3.12 2.81 0.000
H 3.39 -2.78 -4.71 0.000
C 3.15 -2.02 5.95 0.002
H -1.49 2.69 3.69 0.001
C 1.86 -1.48 -5.53 0.000
H 0.20 1.34 -4.11 0.000
C -0.80 -4.13 -0.20 0.001
H -0.16 4.70 -6.78 0.000
C -1.24 -2.09 4.76 -0.009
H -2.75 1.07 1.44 -0.001
H -1.59 3.59 -2.70 0.000
C 1.81 1.55 -5.54 0.000
C -1.98 -1.76 -1.08 0.002
C 1.72 0.36 5.85 0.003
C -3.37 2.56 0.01 0.001
H -0.68 -2.85 5.31 -0.003
C -0.78 2.74 4.53 0.005
C -1.91 -4.19 -1.06 0.000
```

=====

# 2
Formula: C39H35CuN2O8PS3
Source: the OMol25 dataset
Level of theory: the ωB97M-V functional and the def2-TZVPD basis

⟨S²⟩: 0.76
Charge: -2
Maximum force in eV/Å: 3.821
Gap between HOMO and LUMO (spin up / spin down) in eV: 6.327 / 6.310
Total energy in Eh: -5394.947035
2S+1: 2
ΔE to the lowest compared entry with this formula, charge and spin in eV: 1.419
HOMO energy (spin up / spin down) in eV: -2.37 / -2.37

XYZ file:
```
89
Properties=species:S:1:pos:R:3:mulliken_spin:R:1
C 0.00 -4.09 -2.52 0.001
H 4.19 4.40 -6.99 0.000
C 1.55 4.56 -3.23 0.000
H -2.50 4.63 -0.29 0.000
O 1.22 4.68 -1.88 0.000
C 2.08 -2.87 -2.75 -0.002
H -4.39 -4.05 5.54 0.000
H 2.02 6.29 -6.06 0.000
H -3.29 -2.80 0.99 0.023
O -0.59 6.39 -1.97 0.000
C -0.09 0.14 3.54 0.023
C -0.31 1.38 2.83 -0.008
O -1.41 -1.13 -1.89 0.012
N -1.09 3.89 -2.27 0.000
O 0.53 -1.19 -0.42 0.011
S -0.35 5.08 -1.43 0.000
Cu -0.98 -2.06 0.70 0.426
C 1.40 -2.29 2.83 0.003
C 0.72 -2.85 -2.43 0.003
H 2.48 2.15 -5.29 0.000
C 1.96 5.43 -5.35 0.000
C 3.79 -2.62 2.62 -0.012
O -1.18 -3.99 -0.15 0.011
H 1.93 -0.01 1.51 0.001
H 2.96 3.11 -7.57 0.000
C -1.17 -2.91 4.97 -0.025
N -3.04 2.88 -3.16 0.000
H 3.32 -0.76 0.76 0.001
C 3.12 4.14 -7.18 0.000
H -0.19 3.47 2.93 0.000
S -1.41 -4.50 -1.54 0.005
C -2.76 -2.10 1.63 0.459
H 0.74 1.30 6.57 0.000
C -3.52 -3.57 5.07 -0.005
H -1.85 2.10 1.61 0.000
H -5.06 4.37 -0.03 0.000
C 2.26 3.13 -4.95 0.000
C 1.54 5.66 -4.07 0.000
C 1.90 3.31 -3.65 0.000
C -2.41 3.63 -2.14 0.000
H -0.14 -2.80 5.34 -0.001
H 2.71 -2.05 -2.44 0.000
C 0.54 -5.11 -3.26 0.001
H 4.53 -4.55 3.26 0.002
H 0.31 -4.09 3.09 0.000
C 3.64 -3.96 3.07 0.019
C -3.65 -3.18 3.77 -0.011
C 2.36 -4.48 3.34 -0.009
H 4.78 -2.23 2.45 0.000
H -2.07 -3.74 6.77 0.002
O -2.68 -4.08 -2.14 -0.001
C -1.41 -2.35 3.66 0.015
C -5.04 3.11 -1.85 0.000
C 1.29 -3.67 3.14 0.008
C -4.43 3.89 -0.84 0.000
H -4.54 -3.41 3.17 -0.002
C 2.46 4.18 -5.85 0.000
H -4.74 2.02 -3.75 0.000
C 1.87 -5.16 -3.62 0.000
H -0.30 2.50 1.08 -0.001
C -4.30 2.59 -2.95 0.000
H 0.46 -0.82 5.36 0.000
H -1.03 0.74 0.84 0.008
C -3.09 4.05 -0.99 0.000
C -0.88 1.66 1.48 0.001
H 2.71 4.89 -7.81 0.000
H 2.20 -5.46 3.77 0.000
H 2.23 -5.97 -4.24 0.000
H -6.04 2.84 -1.88 0.000
C 0.34 2.54 4.87 -0.001
C -2.65 -2.51 3.04 -0.138
C 0.46 1.31 5.53 0.002
H -0.13 -5.99 -3.46 0.000
H 3.73 -4.13 -3.53 0.000
H 3.51 0.15 2.37 0.001
O -1.31 -5.92 -1.53 0.001
C -2.24 -3.39 5.71 0.026
O -0.28 4.93 0.00 0.000
H 0.51 3.51 5.33 0.000
C 0.00 2.59 3.50 0.002
C 2.65 -4.06 -3.29 0.000
C 2.84 -0.51 1.75 0.001
C 2.66 -1.79 2.44 0.020
P -0.26 -1.43 2.69 0.134
H 1.88 2.54 -2.90 0.000
H 1.10 6.61 -3.77 0.000
S 0.08 -1.16 -1.88 0.000
C 0.30 0.13 4.84 0.002
H -3.05 -1.09 1.42 -0.010
```

=====

# 3
Formula: C39H35F12KN8O2S
Source: the OMol25 dataset
Level of theory: the ωB97M-V functional and the def2-TZVPD basis

Charge: -2
Maximum force in eV/Å: 1.300
Gap between HOMO and LUMO in eV: 4.945
Total energy in Eh: -4292.375026
2S+1: 1
ΔE to the lowest compared entry with this formula, charge and spin in eV: 0.000
HOMO energy in eV: -1.01

XYZ file:
```
98
Properties=species:S:1:pos:R:3:mulliken_charge:R:1
C -2.07 -2.12 -2.06 -1.082
H 2.60 4.45 2.73 0.438
H 2.60 -3.67 1.02 0.247
F -0.10 2.79 3.10 -0.165
O -0.15 1.87 0.41 -0.557
C -2.55 1.20 3.04 -0.351
N 3.29 -2.06 -1.63 -0.294
C 1.37 2.74 -2.88 -0.107
F -1.54 -4.04 0.02 -0.179
C 3.77 4.54 -0.44 -0.560
C -3.25 -1.08 1.74 0.013
H -4.37 -1.61 3.48 0.250
C 0.90 -1.32 3.89 2.921
F -2.53 2.11 -0.98 -0.176
H 2.20 -3.06 4.06 0.346
F -1.82 4.06 -0.42 -0.303
H -2.58 -3.21 -3.83 0.556
C 2.92 4.11 1.76 -0.420
H -3.51 -1.99 1.21 0.412
F -0.07 4.25 1.52 -0.280
F -1.85 4.02 2.69 -0.322
C 3.41 5.01 0.82 0.458
H 1.55 -3.12 -0.30 0.165
C -4.71 -1.15 -2.32 -1.319
C -1.26 2.20 1.05 1.303
C -4.22 -2.03 -3.29 0.571
H 1.31 0.49 5.03 0.392
C 1.56 -0.81 2.68 -0.673
H 4.13 5.23 -1.19 0.415
C -1.10 -4.26 -1.23 0.231
N 1.82 1.50 -2.69 0.157
H 2.78 -1.64 4.93 0.383
F -0.75 -4.16 -4.09 -0.321
H 4.08 -2.03 -4.07 0.321
C -0.12 -3.24 -3.32 0.489
C 3.25 2.40 0.13 -0.701
F 1.14 -3.72 -3.21 -0.292
C 3.64 1.94 -4.16 -0.757
H 2.42 -2.44 -2.01 0.202
H -0.04 -0.49 5.64 0.424
N 3.67 7.53 1.34 -0.616
H -0.25 0.50 4.19 0.032
C 3.26 -0.33 -3.07 0.153
C 3.17 3.23 -4.36 -0.459
N 2.50 -3.28 0.10 -0.194
C -0.73 -2.90 -1.91 1.560
H -0.03 -2.99 2.84 0.395
C 0.46 -0.12 4.74 -1.327
H -0.85 -2.50 4.33 0.489
C -0.32 -2.14 3.45 -1.775
F -2.05 -5.00 -1.85 -0.300
C -2.37 -0.19 1.06 -0.689
N 2.04 -0.41 1.72 -0.365
F -0.02 -5.08 -1.11 -0.311
H -3.30 -0.12 5.84 0.264
F -0.03 -2.12 -4.07 -0.299
C 1.89 -2.20 4.66 -2.024
H -6.08 -2.17 -4.35 0.369
C -3.36 0.28 3.71 0.813
C -3.72 -0.86 3.01 -0.968
C 3.33 -1.26 -4.25 -1.417
N 3.70 3.26 -0.78 -0.289
H -4.31 -0.04 -0.56 0.354
C 3.54 6.41 1.11 0.119
C 2.85 2.78 1.41 0.148
H -2.33 2.10 3.59 0.305
H -5.01 -3.55 -4.61 0.346
C -2.05 1.03 1.75 -0.442
H 1.41 -2.57 5.57 0.450
C -2.28 2.88 0.08 0.388
H -1.01 -1.52 2.86 0.321
C -2.92 -2.49 -3.11 -0.590
H 0.48 3.01 -2.31 0.176
N 3.34 -0.68 -1.84 -0.093
H 3.20 1.35 -0.13 0.772
C -5.04 -2.46 -4.48 -1.489
H 2.44 2.03 2.07 0.161
C -2.56 -1.16 -1.10 -0.415
H 4.54 1.58 -4.65 0.496
C 2.93 1.10 -3.31 0.732
H 3.56 -0.70 -5.15 0.533
H -4.68 -2.01 -5.41 0.273
C -0.85 3.31 2.09 -0.144
F -3.48 3.18 0.64 -0.332
H -3.60 1.56 5.42 0.381
C -3.81 0.53 5.13 -1.868
H -4.88 0.36 5.24 0.390
S 4.89 -2.18 0.52 -0.419
C -3.92 -0.75 -1.28 -0.038
C 2.02 3.64 -3.71 -0.815
C 3.50 -2.52 -0.33 -0.104
H 2.37 -1.75 -4.39 0.120
H -5.73 -0.77 -2.41 0.265
H 1.62 4.63 -3.84 0.468
H 3.71 3.91 -5.01 0.382
K 0.55 -0.07 -0.58 1.053
N -1.83 -0.58 -0.12 1.085
O 0.26 -2.35 -1.19 0.157
```

=====

# 4
Formula: C39H35F5FeN7O2S4
Source: the OMol25 dataset
Level of theory: the ωB97M-V functional and the def2-TZVPD basis

⟨S²⟩: 0.79
Charge: +2
Maximum force in eV/Å: 0.285
Gap between HOMO and LUMO (spin up / spin down) in eV: 7.111 / 7.138
Total energy in Eh: -5396.258891
2S+1: 2
ΔE to the lowest compared entry with this formula, charge and spin in eV: 0.000
HOMO energy (spin up / spin down) in eV: -13.17 / -13.17

XYZ file:
```
93
Properties=species:S:1:pos:R:3:mulliken_spin:R:1
H 5.18 -1.04 -0.60 0.000
C -1.23 4.73 -2.02 0.001
C 3.24 1.08 -3.07 0.005
H 1.16 2.17 0.97 0.000
C 3.13 2.60 -3.02 -0.003
C 4.37 0.66 4.88 0.000
C -4.28 0.87 0.14 0.000
C 2.57 0.31 3.35 -0.001
H -1.53 6.54 -0.91 0.000
C -0.28 3.72 1.50 -0.001
F 0.58 -1.91 -2.75 -0.006
H 3.54 2.95 -3.97 0.000
N -0.74 1.70 0.38 -0.009
C -2.03 2.08 0.35 0.001
H 2.83 1.43 6.21 0.000
H 1.67 -1.99 -0.16 -0.001
H -6.21 -2.34 1.48 0.000
H -6.86 1.19 -0.88 0.000
C 0.69 -2.44 -0.07 0.002
C 6.07 0.39 0.74 0.000
H 3.01 2.63 -0.06 0.000
H -2.96 7.57 -2.64 0.000
H 3.80 2.98 -2.25 0.000
F -2.08 -2.31 -2.94 0.000
H -4.86 1.72 0.47 0.000
C -2.42 3.30 0.86 0.000
Fe -0.39 0.18 -1.07 1.151
O -0.86 1.81 -2.10 -0.019
C -1.54 4.06 -3.19 -0.001
O 1.48 0.68 -1.10 -0.004
H 0.43 4.37 1.99 0.000
H -3.45 3.63 0.82 0.000
H 1.83 4.27 -2.72 0.000
C -8.57 0.18 -0.08 0.000
C 0.80 2.85 -3.98 0.004
C 3.87 2.01 0.17 -0.001
C -0.23 -0.82 -2.82 -0.112
N -0.37 -1.68 -0.31 -0.023
H 0.67 3.68 -4.67 0.001
C -1.70 -3.60 0.11 0.001
C 1.73 3.19 -2.82 -0.005
C -1.75 6.00 -1.82 0.000
H 2.60 0.63 -3.83 0.000
C 3.39 1.74 5.33 0.000
N -2.22 -0.07 -0.49 -0.021
C -2.93 0.99 -0.10 0.023
C -1.59 -2.26 -0.21 0.000
S -0.90 2.43 -3.51 0.000
N -1.54 4.12 1.43 0.001
H -4.45 -2.51 0.00 0.000
C 4.01 0.76 -0.43 0.001
C -1.52 -1.26 -3.55 0.001
H 3.88 2.68 5.53 0.000
H -0.60 4.27 -1.27 0.001
C -2.70 -1.31 -0.33 0.006
C -4.87 -0.40 0.06 0.003
N 3.60 -0.22 4.00 0.000
H 4.74 3.40 1.54 0.000
C -8.23 -1.70 1.16 0.000
H 6.70 1.99 2.02 0.000
N -9.08 -0.83 0.63 0.000
C -7.21 0.36 -0.28 0.000
H 1.30 2.82 -1.89 0.006
S 1.69 -0.43 2.15 0.004
H 3.93 -1.13 3.73 0.000
H -2.61 4.05 -5.06 0.000
C 5.10 -0.06 -0.14 -0.001
H 1.42 -4.39 0.49 0.000
H 6.93 -0.23 0.95 0.000
N -0.64 -4.36 0.36 0.001
C 5.94 1.63 1.34 0.000
C -2.56 6.58 -2.80 0.000
H -3.50 6.34 -4.71 0.000
C -6.33 -0.56 0.27 -0.004
F 0.40 0.02 -3.71 -0.007
H -9.29 0.87 -0.51 0.000
C -2.36 4.61 -4.16 0.000
C -6.85 -1.61 1.00 0.000
H 5.21 1.10 4.32 0.000
C 0.13 2.51 0.94 0.007
H 4.27 0.78 -3.30 0.001
S 2.84 0.12 -1.59 0.001
F -1.27 -1.58 -4.81 -0.002
H -8.66 -2.51 1.74 0.000
C -4.04 -1.51 -0.09 -0.002
F -2.40 -0.25 -3.54 0.001
H -2.68 -4.07 0.18 0.000
C 4.83 2.44 1.06 0.000
H 4.76 0.10 5.72 0.000
C 0.55 -3.78 0.28 -0.001
C -2.86 5.89 -3.96 0.000
H 1.14 2.00 -4.55 0.000
S 2.23 1.92 3.94 0.000
```

=====

# 5
Formula: C39H36AuN3P2S
Source: the OMol25 dataset
Level of theory: the ωB97M-V functional and the def2-TZVPD basis

Charge: +2
Maximum force in eV/Å: 0.643
Gap between HOMO and LUMO in eV: 6.497
Total energy in Eh: -2888.141834
2S+1: 1
ΔE to the lowest compared entry with this formula, charge and spin in eV: 0.160
HOMO energy in eV: -13.17

XYZ file:
```
82
Properties=species:S:1:pos:R:3:mulliken_charge:R:1
H 1.22 2.27 -0.60 0.484
C 1.37 3.34 3.97 -0.671
C -3.24 -1.21 -1.18 -0.637
C 1.28 -1.27 -3.95 -0.601
P -0.61 -0.87 -1.94 0.862
C 1.50 0.18 -5.86 -0.673
C 1.91 -0.93 -5.14 -0.720
C 2.97 -0.90 0.64 -0.439
C 3.01 0.17 -1.28 -0.772
C -4.22 -1.40 -3.77 -0.817
H 0.75 2.88 -2.78 0.310
H 2.73 -1.54 -5.50 0.498
H -1.41 5.21 4.47 0.448
C -0.20 0.62 -4.22 -0.905
H 5.04 -0.17 -2.03 0.453
H -0.05 -0.72 3.65 0.408
H -0.42 -3.31 -1.98 0.510
C -5.76 1.47 1.75 -0.724
H 0.39 2.80 0.69 0.297
C -4.59 -1.46 -1.39 -0.911
H 2.44 3.36 4.15 0.459
H -3.27 5.14 -1.01 0.482
C -3.88 0.90 3.13 -0.603
H 1.04 -2.53 -1.33 0.448
H 1.02 5.26 4.87 0.424
H -3.48 0.63 4.10 0.429
H 0.10 1.80 -5.98 0.454
H -4.61 -1.48 -4.78 0.470
S 4.56 -1.21 0.13 -0.101
C -5.08 -1.55 -2.69 -0.802
C -0.80 4.39 4.15 -0.793
C -2.03 4.81 -2.73 -0.714
H -5.34 1.87 -0.31 0.555
H 2.57 -1.31 1.56 0.383
H -5.25 -1.59 -0.54 0.537
Au -0.23 0.31 0.22 1.869
H -2.92 1.48 -0.08 0.784
N 0.28 2.33 -0.22 -0.562
H -0.59 4.33 -4.25 0.449
H -6.13 -1.75 -2.85 0.444
C -1.65 3.82 -0.57 -0.189
H -1.92 -3.68 2.88 0.569
C -2.40 4.64 -1.41 -0.749
C -0.06 -2.51 -1.33 -0.983
H 1.42 1.43 3.01 0.367
C -0.14 3.36 -2.40 -0.567
C -2.38 -1.06 -2.26 1.288
H -5.89 1.00 3.84 0.458
C -1.49 -3.13 2.06 -1.084
H -1.04 1.22 -3.88 0.924
H -2.62 5.45 -3.38 0.426
N -0.51 -1.53 0.88 1.031
P -1.27 0.81 2.26 0.185
H -1.35 -4.65 0.42 0.548
C 0.57 4.41 4.38 -0.586
H -6.83 1.64 1.65 0.461
C -0.59 -2.63 0.06 0.117
H -1.79 -0.90 3.93 0.600
H 1.99 0.43 -6.79 0.439
C -0.90 4.18 -3.23 -0.487
H -2.45 3.28 3.35 0.434
H 2.56 0.75 -2.08 0.274
C 0.44 0.95 -5.41 -0.886
C -0.58 2.22 3.12 0.694
C 4.28 -0.30 -1.28 -0.304
H -2.87 -1.15 -0.16 0.292
H -1.92 3.70 0.47 0.395
C -5.24 1.11 2.99 -0.878
C 0.80 2.25 3.34 -0.414
N 2.26 -0.17 -0.18 0.323
C -4.93 1.61 0.65 -1.423
C -3.56 1.39 0.78 -0.400
C 0.22 -0.49 -3.49 0.622
C -0.53 3.18 -1.09 0.594
C -1.08 -1.82 2.10 0.236
C -1.18 -3.64 0.77 -1.096
H -2.22 -1.07 -4.42 0.451
C -1.03 -0.77 3.15 -0.825
C -2.88 -1.16 -3.56 -0.669
C -1.38 3.30 3.52 -0.331
H 1.61 -2.14 -3.41 0.397
C -3.04 1.04 2.02 0.736
```